The following is a DFT calculation (the ωB97M-V functional and the def2-TZVPD basis) of 3 unconnected molecules or ions with the total composition C32H65N2O9P.

XYZ file:
```
109
Properties=species:S:1:pos:R:3:forces:R:3
C 1.192 -4.648 6.346 0.9 1.1 -0.9
C 1.050 -5.590 5.013 -0.3 -1.3 0.5
C -0.380 -5.469 4.220 0.7 -0.2 -0.6
C -1.108 -4.005 4.312 -1.0 -0.8 -1.6
C -1.580 -3.611 2.756 2.6 0.1 0.9
O -2.631 -2.582 2.813 1.8 2.6 0.3
P -1.929 -0.993 2.660 0.3 1.8 -6.0
O -1.505 -0.682 1.136 -1.9 -1.6 6.4
O -3.114 0.200 3.214 1.9 -4.3 0.4
C -4.036 -0.397 4.195 -1.4 0.1 1.6
C -3.315 -0.963 5.562 -1.0 -0.7 0.6
O -2.685 0.137 6.365 3.3 -1.9 -0.8
C -1.313 -0.263 6.750 -0.6 -4.4 4.5
O -1.129 -1.242 7.640 -1.1 6.1 -5.9
O -0.499 -0.727 3.623 -5.6 -1.3 1.7
O 0.535 -0.449 2.840 4.8 -0.3 -1.4
C 1.603 -1.405 3.240 1.6 -1.3 0.1
C 3.125 -0.836 2.938 -0.6 1.1 0.5
C 3.228 0.666 3.597 0.2 0.0 -0.3
C 4.281 -1.757 3.664 0.1 -1.0 0.3
C 4.231 -1.634 5.327 0.0 -0.4 -0.2
C 4.175 -3.368 3.317 -1.2 0.5 0.1
H 0.250 -4.637 7.047 1.9 -0.3 -1.4
H 2.194 -4.895 6.942 -2.4 0.4 -1.2
H 1.338 -3.530 5.953 -0.3 -2.3 1.0
H 1.138 -6.720 5.384 -0.1 2.4 -0.9
H 1.900 -5.454 4.214 -1.5 0.0 1.9
H -0.134 -5.647 3.066 -0.5 0.2 2.4
H -1.067 -6.379 4.549 1.2 2.3 -0.6
H -2.099 -4.129 4.928 2.0 0.6 -0.9
H -0.421 -3.123 4.657 -1.4 -1.9 -0.3
H -0.631 -3.089 2.265 -1.9 -1.4 0.7
H -1.842 -4.550 2.107 -0.1 2.1 1.3
H -4.790 0.473 4.509 1.8 -1.8 -0.7
H -4.692 -1.261 3.718 1.6 1.7 1.0
H -2.533 -1.814 5.373 -1.4 1.7 0.1
H -4.139 -1.434 6.286 1.6 1.0 -1.8
H -0.397 0.323 6.315 -2.1 -0.8 0.6
H 1.514 -2.426 2.632 -0.2 2.1 1.3
H 1.498 -1.612 4.407 0.1 0.5 -2.5
H 3.283 -0.745 1.776 -0.2 -0.4 2.3
H 4.381 0.894 3.729 -2.4 -0.3 0.0
H 2.781 1.510 2.898 0.8 -1.9 1.5
H 2.645 0.663 4.635 1.5 0.2 -2.2
H 5.346 -1.412 3.303 -2.2 -0.4 0.6
H 3.208 -1.177 5.693 2.2 -0.9 -0.7
H 5.132 -0.987 5.704 -1.9 -1.2 -0.6
H 4.326 -2.721 5.808 -0.2 2.4 -1.1
H 4.970 -3.969 3.931 -1.4 1.2 -1.4
H 4.195 -3.592 2.156 0.2 0.4 2.4
H 3.115 -3.717 3.705 2.1 0.5 -0.7
C -3.816 4.369 -0.216 0.2 0.0 0.3
C -4.280 3.921 -1.632 -0.6 1.4 1.1
C -5.565 3.051 -1.517 0.2 -0.2 -0.2
C -5.303 1.645 -0.983 0.0 0.0 0.0
C -4.211 0.948 -1.785 -0.1 0.3 -0.2
C -2.907 1.785 -1.896 1.3 -1.3 1.0
N -3.160 3.199 -2.327 -2.5 -1.1 -4.3
O -3.454 3.178 -3.702 1.2 0.4 3.5
C -2.168 1.768 -0.529 -0.1 0.1 -0.1
C -1.919 1.036 -2.848 -0.4 0.5 -0.4
C -4.665 5.260 -2.338 0.2 -0.4 -0.6
H -4.230 5.346 0.065 -0.1 -0.3 -0.3
H -4.127 3.679 0.571 0.2 0.0 -0.1
H -2.726 4.484 -0.166 -0.2 -0.1 -0.1
H -6.043 2.961 -2.500 0.2 0.1 0.0
H -6.298 3.548 -0.868 0.3 0.2 -0.1
H -5.033 1.681 0.078 0.1 0.0 0.0
H -6.227 1.057 -1.039 0.1 0.1 0.0
H -3.997 -0.026 -1.327 0.3 0.2 -0.1
H -4.600 0.732 -2.789 0.2 0.2 0.0
H -1.286 2.421 -0.553 -0.2 0.0 -0.1
H -1.818 0.760 -0.284 -0.2 0.3 -0.3
H -2.793 2.070 0.309 0.0 0.1 0.0
H -2.347 0.850 -3.839 0.0 0.3 0.2
H -1.649 0.052 -2.443 -0.2 0.3 0.2
H -0.989 1.603 -2.977 -0.2 0.0 0.0
H -3.793 5.919 -2.438 -0.1 -0.2 0.0
H -5.424 5.805 -1.761 0.3 -0.4 0.1
H -5.097 5.112 -3.335 0.3 -0.1 0.2
C 2.267 -0.651 -5.203 0.1 -0.3 -0.2
C 2.368 0.855 -4.826 -1.0 -1.3 0.8
C 1.140 1.625 -5.390 0.2 0.2 -0.1
C 1.193 1.834 -6.901 0.0 0.0 0.0
C 2.511 2.476 -7.320 -0.1 0.1 0.4
C 3.756 1.713 -6.790 0.9 -0.4 -1.8
N 3.671 1.414 -5.322 -0.7 4.7 1.6
O 3.912 2.615 -4.630 -0.2 -3.4 -1.6
C 3.931 0.394 -7.593 -0.1 -0.2 0.2
C 5.033 2.533 -7.162 -0.2 0.2 0.7
C 2.265 0.857 -3.267 0.5 0.6 -0.1
H 1.770 -1.240 -4.421 0.0 0.4 -0.1
H 1.689 -0.824 -6.113 0.2 0.1 0.0
H 3.258 -1.103 -5.329 -0.2 0.2 0.0
H 1.064 2.609 -4.910 0.2 -0.1 0.1
H 0.214 1.092 -5.137 0.3 -0.1 0.1
H 1.047 0.885 -7.426 0.0 0.0 0.0
H 0.361 2.480 -7.208 0.1 -0.1 0.1
H 2.546 2.540 -8.415 0.3 -0.1 0.2
H 2.526 3.512 -6.955 0.2 -0.2 0.1
H 4.754 -0.207 -7.184 -0.2 0.2 0.0
H 4.172 0.602 -8.641 0.0 0.2 0.2
H 3.036 -0.225 -7.618 0.0 0.0 0.1
H 5.008 3.556 -6.770 -0.1 -0.3 0.1
H 5.139 2.627 -8.251 -0.3 -0.3 0.2
H 5.940 2.045 -6.786 -0.2 0.0 0.0
H 3.107 0.316 -2.815 -0.1 0.1 -0.2
H 1.341 0.365 -2.934 0.2 0.0 -0.4
H 2.238 1.866 -2.839 0.2 -0.2 -0.3
```
Positions in Å, forces in eV/Å.

The value obtained for the calculated total energy is -64920.8179 eV. Its total charge is 0. The spin multiplicity is 3. Its maximum force is 0.1666 Eh/bohr.

The following is a DFT calculation (the ωB97M-V functional and the def2-TZVPD basis) of a molecular structure, C32H66F6HgO7P3Sb.

XYZ file:
```
116
Properties=species:S:1:pos:R:3:forces:R:3
Hg 0.479 0.921 -0.634 1.0 0.7 1.4
C 0.654 4.038 0.082 -1.0 1.2 -1.1
C 0.656 4.046 -1.344 0.0 -0.6 -0.4
C 1.875 3.504 -1.770 0.2 -0.4 0.3
C 2.651 3.220 -0.620 -0.3 -0.8 0.4
C 1.881 3.537 0.533 -0.3 -0.2 -0.7
C 2.282 3.495 1.965 -0.1 -0.4 0.0
C 4.075 2.807 -0.600 0.2 -0.3 0.3
C 2.320 3.430 -3.203 -0.1 -0.5 0.1
C -0.153 4.597 -2.514 1.1 -0.6 1.8
C -0.259 4.802 1.011 0.3 -1.9 0.2
H 2.643 4.459 2.315 0.1 0.4 0.2
H 3.066 2.767 2.127 0.3 -0.2 0.1
H 1.454 3.175 2.608 0.0 0.1 -0.1
H 4.704 3.619 -0.213 0.2 -0.1 0.0
H 4.436 2.525 -1.588 0.0 0.0 0.0
H 4.208 1.937 0.057 0.2 0.1 0.0
H 2.854 4.328 -3.527 0.0 0.1 -0.1
H 1.482 3.251 -3.883 0.1 0.1 0.1
H 2.964 2.571 -3.347 0.4 -0.1 -0.1
H -0.873 3.932 -2.971 1.4 -1.4 -1.6
H 0.691 5.121 -2.996 -1.8 0.2 -1.0
H -1.003 5.077 -2.186 -0.8 3.3 1.1
H 0.451 5.434 1.558 -1.1 0.6 0.3
H -0.770 4.092 1.664 0.8 -0.2 1.1
H -1.206 5.145 0.631 0.3 1.5 -0.9
C -3.219 -2.832 2.472 0.3 2.3 0.7
C -2.403 -1.898 3.525 1.3 -0.7 0.1
C -1.508 -2.880 4.268 0.2 -0.4 0.2
O -1.383 -0.723 3.248 -1.9 -2.8 -0.5
P -0.112 -1.084 2.148 0.9 4.8 0.4
O 0.656 0.507 1.999 -3.0 -3.3 -2.8
C 0.138 -2.848 1.184 0.7 2.9 0.5
P 1.326 -2.344 -0.234 2.3 0.4 -0.6
O 2.356 -1.219 -0.733 -6.5 0.1 0.0
O 0.863 -3.285 -1.440 0.9 -1.6 0.9
C 0.687 -4.772 -1.139 -0.1 1.6 -0.4
C 1.564 -5.485 -2.151 -0.2 0.2 -0.6
C -0.794 -5.045 -1.326 -0.2 0.1 -0.4
O 2.535 -3.024 0.616 0.8 -1.3 -0.9
C 3.815 -2.890 -0.104 0.7 -1.1 1.3
C 4.551 -1.669 0.424 0.1 0.4 0.2
C 4.529 -4.186 0.266 0.5 -0.1 0.0
O 1.050 -1.450 3.318 -1.1 1.1 -0.2
C 1.553 -0.200 4.064 -0.1 -2.3 0.3
C 2.909 -0.007 3.441 0.5 0.2 0.2
C 1.556 -0.752 5.480 0.4 0.1 0.2
H -3.924 -3.370 3.126 0.1 0.1 -0.2
H -2.508 -3.531 2.048 -0.3 0.0 -0.4
H -3.738 -2.213 1.691 0.5 -1.1 0.8
H -3.169 -1.539 4.223 0.4 0.8 -0.3
H -0.854 -3.382 3.543 0.0 0.2 0.2
H -2.057 -3.680 4.770 -0.2 0.1 0.1
H -0.873 -2.364 4.989 -0.1 -0.1 0.0
H -0.916 -3.172 0.983 1.6 0.2 -0.2
H 0.917 -3.320 1.798 -1.0 -0.6 0.1
H 1.022 -4.977 -0.112 -0.1 0.2 -0.2
H 1.198 -5.256 -3.167 0.1 0.0 0.4
H 1.546 -6.570 -2.021 -0.1 0.0 0.1
H 2.598 -5.140 -2.104 -0.1 0.0 0.1
H -1.090 -4.695 -2.327 0.1 0.0 0.3
H -1.431 -4.530 -0.595 0.3 -0.1 -0.2
H -0.996 -6.118 -1.293 0.1 -0.1 0.1
H 3.692 -2.856 -1.194 -0.2 0.1 0.4
H 4.638 -1.724 1.514 0.0 -0.1 0.0
H 3.975 -0.769 0.180 0.6 -0.3 0.2
H 5.564 -1.574 0.027 0.0 -0.2 -0.2
H 4.688 -4.238 1.347 0.0 0.0 0.0
H 5.512 -4.273 -0.222 -0.2 0.1 0.1
H 3.934 -5.052 -0.020 -0.1 -0.1 -0.1
H 0.903 0.683 4.039 0.1 -0.6 -0.4
H 3.451 -0.951 3.548 0.1 0.1 0.0
H 3.499 0.792 3.906 -0.1 0.0 0.1
H 2.788 0.214 2.380 0.0 0.0 0.2
H 2.050 -1.728 5.489 0.0 0.1 0.1
H 0.527 -0.889 5.817 0.1 0.1 0.0
H 2.072 -0.076 6.171 0.0 0.0 0.0
O -1.128 -1.528 -1.011 0.5 0.3 0.5
F 0.931 0.079 -2.811 -1.3 1.1 2.6
Sb 0.469 -0.484 -4.493 -0.4 0.2 -0.2
F 2.181 0.329 -4.625 0.6 -0.2 -1.6
F 1.213 -2.079 -3.862 0.2 -0.7 -0.7
F -1.285 -1.338 -4.175 1.3 1.3 -0.4
F 0.421 -1.033 -6.239 0.0 -0.6 -1.6
F -0.189 1.263 -5.146 0.5 -1.4 0.2
C -3.126 4.099 -1.383 0.1 -1.2 -1.6
C -3.239 2.869 -0.446 0.3 2.4 0.1
C -3.407 3.364 1.008 0.3 1.2 -0.5
P -1.970 1.614 -0.657 -1.2 -3.1 1.3
C -2.597 0.590 -2.057 0.4 3.5 -2.7
C -2.175 1.585 -3.307 4.6 -1.9 -1.2
C -4.031 0.696 -2.592 -2.1 -1.4 0.8
C -2.618 0.576 0.814 0.1 -2.3 -2.0
C -4.129 0.243 0.710 -0.8 0.1 0.9
C -2.405 -0.996 0.696 4.5 2.2 1.0
H -4.188 4.344 -1.595 0.8 0.8 -0.1
H -2.633 3.764 -2.312 -1.0 -0.1 0.0
H -2.400 4.915 -1.221 -1.1 -0.2 1.3
H -4.165 2.342 -0.712 0.4 0.3 -0.2
H -2.443 3.263 1.579 -1.5 -0.3 0.0
H -4.363 2.948 1.369 0.9 -0.1 0.8
H -3.574 4.468 0.922 0.1 -0.7 0.3
H -2.068 -0.412 -2.045 -0.7 1.0 -0.1
H -3.051 2.145 -3.607 1.5 0.9 -0.3
H -1.854 0.951 -4.154 -1.9 -0.4 0.1
H -1.069 1.955 -3.483 -2.2 0.7 1.8
H -4.341 1.674 -3.020 0.0 -0.6 0.8
H -4.861 0.441 -1.929 0.1 -0.6 0.1
H -4.039 0.024 -3.464 -0.3 0.0 0.3
H -2.254 0.987 1.765 -0.2 -0.3 -0.2
H -4.341 -0.733 0.258 0.3 0.3 -0.4
H -4.691 0.925 0.090 -0.7 0.5 0.6
H -4.496 0.023 1.725 -0.4 0.9 -0.1
H -3.008 -1.951 -0.622 2.1 1.8 -0.1
H -3.492 -2.420 -0.679 -3.2 -3.1 -1.0
H -0.835 -0.946 -0.301 0.3 0.2 0.6
```
Positions in Å, forces in eV/Å.

The value obtained for the calculated total energy is -103458.9639 eV. Its total charge is -2. For the energy relative to the best compared isomer or geometry (same formula, charge and spin), the calculation gives 969.19 kJ/mol. Its maximum force is 0.1266 Eh/bohr.